Record 1
Below is 16 unconnected molecules or ions with the total composition C32H96O16 at a distorted geometry, with properties calculated with ωB97M-V/def2-TZVPD.

The calculated total energy is -67498.272 eV. The value obtained for the HOMO-LUMO gap is 0.367 Ha.

```
! wB97M-V def2-TZVPD RIJCOSX def2/J DEFGRID3
* xyz 0 1
C 5.33160 2.60152 -3.37917
C 3.92726 3.09635 -3.69075
O 2.97554 2.04506 -3.76209
H 5.86637 2.38573 -4.30845
H 5.33212 1.68835 -2.78631
H 5.90211 3.39394 -2.89029
H 3.87870 3.72931 -4.57596
H 3.60451 3.72414 -2.84611
H 2.78427 1.78860 -2.85394
C -5.62895 -1.22940 1.81301
C -4.28406 -0.75451 2.32054
O -3.74629 -1.69542 3.24498
H -5.55394 -2.15678 1.23888
H -6.11847 -0.51220 1.14980
H -6.31332 -1.41486 2.64093
H -4.39863 0.19458 2.85088
H -3.59663 -0.48265 1.51021
H -3.57024 -2.51467 2.73987
C -1.47870 1.38194 -3.83591
C -2.34400 1.21490 -2.59014
O -1.89840 0.05241 -1.90391
H -1.44699 0.54299 -4.53067
H -0.43710 1.51193 -3.51826
H -1.66088 2.29586 -4.41081
H -3.38679 1.07316 -2.88186
H -2.33708 2.11015 -1.96307
H -1.04360 0.23840 -1.46270
C 4.64364 -1.76357 0.29298
C 4.38741 -1.90646 -1.20446
O 3.77689 -0.73425 -1.74716
H 5.07573 -0.79458 0.54491
H 5.31786 -2.56374 0.59660
H 3.70372 -1.89522 0.83024
H 3.70804 -2.75046 -1.35071
H 5.32060 -2.12676 -1.73243
H 3.19573 -1.08472 -2.44580
C 0.38478 4.70146 -4.01254
C 0.06677 4.14705 -2.62369
O -0.60687 5.11394 -1.83754
H 1.01114 5.58128 -3.86291
H -0.56087 4.91179 -4.51298
H 0.92477 3.97392 -4.62093
H 1.03488 3.92461 -2.15146
H -0.50544 3.22113 -2.66405
H 0.02363 5.80619 -1.62120
C 1.68611 1.53476 4.73317
C 2.99338 1.31028 3.98240
O 3.87042 0.48568 4.76416
H 1.88516 1.82485 5.76574
H 1.09169 0.62310 4.79824
H 1.12937 2.30540 4.19442
H 3.42044 2.25950 3.65331
H 2.80218 0.71619 3.08415
H 4.47819 1.06698 5.23060
C 2.84775 3.42525 0.95201
C 3.67637 2.35542 0.25975
O 2.88325 1.59132 -0.62637
H 2.38215 4.10088 0.23011
H 3.47743 3.99830 1.62972
H 1.99872 2.98079 1.47365
H 4.12885 1.65830 0.97706
H 4.53114 2.79899 -0.26829
H 3.34040 0.78994 -0.95663
C 1.88741 -2.08157 -5.59217
C 1.77930 -0.97416 -4.52578
O 1.71120 -1.61836 -3.26669
H 2.11707 -1.71730 -6.59845
H 0.90424 -2.55421 -5.65831
H 2.65001 -2.80678 -5.31656
H 0.89714 -0.36616 -4.74994
H 2.62069 -0.29231 -4.66302
H 0.82090 -1.96552 -3.13312
C 0.45589 -0.52739 1.23908
C 0.84531 -0.78560 -0.21311
O 0.75246 0.42555 -0.96735
H 1.18773 0.03538 1.82313
H 0.25746 -1.48068 1.74032
H -0.47112 0.04905 1.29019
H 0.11340 -1.47336 -0.64825
H 1.81310 -1.27151 -0.35450
H 1.57736 0.92334 -0.84659
C -4.58909 2.08063 0.11692
C -5.48136 1.33648 -0.83858
O -6.85075 1.52875 -0.50916
H -4.87857 1.92455 1.15642
H -4.56191 3.14037 -0.13949
H -3.55087 1.73873 0.08304
H -5.20849 0.27042 -0.86541
H -5.35439 1.61323 -1.89592
H -7.34034 0.82046 -0.93760
C -1.97337 3.80726 1.96772
C -0.67871 4.53903 1.64751
O 0.20349 4.41854 2.76022
H -1.82186 2.72749 1.87829
H -2.78882 4.05160 1.28098
H -2.38583 3.92864 2.97073
H -0.88736 5.59530 1.44416
H -0.20351 4.15418 0.74518
H 0.02412 5.17118 3.32873
C -1.65822 2.05925 5.59172
C -2.13521 1.14396 4.48223
O -2.61721 -0.03661 5.10535
H -2.47244 2.34198 6.25778
H -1.27665 2.99981 5.18189
H -0.84116 1.61048 6.15526
H -1.35217 0.91420 3.75044
H -2.98125 1.61538 3.96516
H -3.02378 -0.60770 4.42435
C -0.44965 -2.34175 4.91819
C 0.36788 -3.48273 4.32746
O 1.03330 -3.00366 3.14736
H 0.17635 -1.46437 5.09831
H -0.90941 -2.57929 5.87789
H -1.21147 -2.00510 4.21706
H -0.24045 -4.35230 4.07099
H 1.08893 -3.86367 5.05731
H 1.77717 -2.50072 3.50364
C -2.69382 -3.08355 -0.15438
C -2.08464 -3.80619 1.04625
O -3.09833 -4.08651 2.01680
H -3.20247 -2.16774 0.14011
H -3.37491 -3.75174 -0.68226
H -1.87628 -2.85053 -0.83838
H -1.31187 -3.17561 1.50132
H -1.56372 -4.70681 0.71184
H -2.66882 -4.63928 2.68080
C -1.60477 -4.65268 -3.65288
C -1.99773 -3.19056 -3.79316
O -1.03920 -2.29146 -3.24137
H -0.62060 -4.79203 -4.10662
H -2.36862 -5.28271 -4.10502
H -1.48238 -4.98376 -2.61903
H -2.92053 -3.03094 -3.22437
H -2.17734 -2.97434 -4.85031
H -1.50709 -1.48474 -2.96467
C 1.98254 -5.17139 -1.28065
C 1.64653 -4.27314 -0.11391
O 2.57128 -4.49097 0.94508
H 2.98802 -5.00709 -1.67222
H 1.34708 -4.89670 -2.13039
H 1.81593 -6.23205 -1.10247
H 0.61134 -4.45746 0.19686
H 1.67638 -3.20552 -0.37254
H 2.20368 -4.02333 1.70780
*
```

Record 2
Below is a molecular structure, C51H38F5N9O4PPbSe, with properties calculated with ωB97M-V/def2-TZVPD.

The calculated total energy is -168562.992 eV. The value obtained for the HOMO-LUMO gap is 0.152 Ha.

```
! wB97M-V def2-TZVPD RIJCOSX def2/J DEFGRID3
* xyz 1 1
Pb 0.07129 -0.30880 1.33171
C 1.56721 -0.28079 4.48170
N 1.92891 0.13764 3.13511
C 3.23905 -0.27277 2.66591
C 3.08061 -1.41081 1.71811
N 1.93281 -1.79711 1.19841
C 2.22887 -2.87148 0.33696
C 1.41727 -3.68416 -0.45134
C 2.03397 -4.65085 -1.22016
C 3.42236 -4.83572 -1.19131
C 4.23123 -4.06305 -0.38579
C 3.60435 -3.08139 0.36721
N 4.10021 -2.14372 1.26500
C 0.15571 -0.76486 4.53945
N -0.52845 -1.18289 3.50458
C -1.75062 -1.65897 4.00780
C -2.82891 -2.27574 3.37628
C -3.89689 -2.65516 4.16307
C -3.90387 -2.43684 5.54922
C -2.83139 -1.85044 6.18992
C -1.75946 -1.47724 5.38908
N -0.52591 -0.90752 5.68925
H 1.71457 0.51662 5.21311
H 2.20196 -1.11835 4.77848
H 1.77872 1.13061 2.98455
H 3.89993 -0.56101 3.48766
H 3.71694 0.55107 2.13483
H 0.34701 -3.58200 -0.44857
H 1.42923 -5.28102 -1.86025
H 3.86663 -5.60617 -1.80653
H 5.30355 -4.20680 -0.34982
H 5.07111 -1.98420 1.48046
H -2.82488 -2.45568 2.30910
H -4.74971 -3.13838 3.70397
H -4.76341 -2.74521 6.12930
H -2.82221 -1.69760 7.26143
H -0.20445 -0.63707 6.60383
C -0.16001 0.71357 -5.04638
C -1.44954 0.76693 -4.52312
C -1.74878 0.12445 -3.33323
C -0.74457 -0.57006 -2.66522
C 0.54870 -0.62670 -3.18921
C 0.84050 0.01440 -4.38496
P -1.00850 -1.46831 -1.12562
C -1.61969 -3.08362 -1.69846
C -2.27723 -3.91816 -0.78774
C -2.74934 -5.15603 -1.18883
C -2.55206 -5.58019 -2.49848
C -1.87237 -4.77069 -3.39752
C -1.40180 -3.52464 -3.00224
C -2.43759 -0.78338 -0.24016
C -3.77533 -0.93084 -0.63267
C -4.78009 -0.39974 0.16159
C -4.48282 0.27172 1.34605
C -3.16471 0.41681 1.76567
C -2.21394 -0.14654 0.95235
H 0.06255 1.22679 -5.97347
H -2.22403 1.31850 -5.04147
H -2.74914 0.18702 -2.92228
H 1.33327 -1.17239 -2.66872
H 1.85105 -0.02464 -4.77318
H -2.42844 -3.59117 0.23612
H -3.26501 -5.79366 -0.48176
H -2.92609 -6.54567 -2.81562
H -1.70483 -5.10745 -4.41249
H -0.87594 -2.89720 -3.71050
H -4.01038 -1.46072 -1.54768
H -5.81195 -0.50798 -0.14782
H -5.27744 0.68274 1.95605
H -2.90455 0.94334 2.67471
O -1.06658 2.01239 2.81942
C -0.23695 2.52131 2.05934
O 0.71144 1.81813 1.51465
C -0.30274 3.96698 1.68352
C -1.41473 4.70847 2.06848
C -1.63416 5.96181 1.52701
C -0.73730 6.44302 0.59193
C 0.42227 5.76769 0.26375
C 0.64537 4.52458 0.83063
N -1.07758 7.67424 -0.14945
O -1.88322 8.42851 0.35575
O -0.53836 7.84089 -1.22313
H -2.11983 4.27228 2.76311
H -2.50453 6.55004 1.78167
H 1.11356 6.20057 -0.44538
H 1.53862 3.96872 0.58090
N 0.52177 4.34190 -3.52161
C -0.28050 3.79207 -2.57137
C 0.05090 2.56818 -1.95840
N -0.72879 2.01232 -1.05602
C -1.86008 2.65981 -0.73108
C -2.18322 3.85605 -1.33987
N -1.40494 4.42813 -2.25634
H 1.43382 3.95620 -3.69371
H 0.33175 5.28568 -3.80846
H 0.96676 2.05257 -2.22454
H -2.49884 2.22627 0.02620
H -3.09417 4.38594 -1.07981
F 5.79610 0.52113 -4.49999
C 5.17460 0.09993 -3.36392
C 6.01703 -0.03363 -2.13896
F 7.23106 -0.52139 -2.16772
C 5.32194 0.27950 -1.04020
F 5.74497 0.14630 0.23360
C 4.02681 0.79125 -1.39224
Se 2.77410 1.49754 -0.32741
C 3.87440 0.63758 -2.84217
F 3.07362 1.58159 -3.45686
C 3.95141 -0.73148 -3.44211
F 3.87098 -1.81173 -2.53462
*
```

Which of these has the highest HOMO-LUMO gap? C32H96O16

Among the records above, which one has the lowest HOMO-LUMO gap? C51H38F5N9O4PPbSe